## one
Computed, not measured: a molecular structure, C56H55BiBrN3OP3Si, with wB97M-V/def2-TZVPD.

## Properties
* LUMO energy: -2.1 eV

Geometry as ORCA input:
```
! wB97M-V def2-TZVPD RIJCOSX def2/J DEFGRID3
* xyz 1 1
Bi -0.290 0.719 0.260
C -2.398 2.808 1.725
P -2.930 1.401 0.646
C -4.136 0.635 1.782
C -5.274 1.347 2.161
C -6.179 0.791 3.049
C -5.929 -0.456 3.608
C -4.776 -1.146 3.272
C -3.889 -0.612 2.348
C -3.830 2.024 -0.806
C -3.024 2.540 -1.825
C -3.582 2.898 -3.039
C -4.941 2.724 -3.261
C -5.743 2.203 -2.257
C -5.192 1.846 -1.035
C -1.540 2.120 2.748
C -1.452 2.258 4.107
C -0.631 1.200 4.582
C -0.255 0.450 3.495
C 0.345 -0.927 3.508
P 1.108 -1.508 1.916
C 0.862 -3.319 2.153
C 1.202 -3.947 3.350
C 0.941 -5.295 3.525
C 0.362 -6.036 2.502
C 0.058 -5.429 1.296
C 0.304 -4.073 1.124
C 2.899 -1.476 2.305
C 3.730 -2.298 1.543
C 5.099 -2.293 1.748
C 5.651 -1.460 2.712
C 4.831 -0.635 3.467
C 3.459 -0.638 3.264
N -0.799 1.012 2.359
H -3.256 3.286 2.198
H -1.855 3.537 1.129
H -5.447 2.341 1.767
H -7.078 1.334 3.307
H -6.635 -0.883 4.306
H -4.566 -2.103 3.728
H -2.989 -1.155 2.090
H -1.959 2.654 -1.658
H -2.955 3.309 -3.820
H -5.368 2.974 -4.222
H -6.801 2.061 -2.429
H -5.826 1.430 -0.266
H -1.922 3.022 4.703
H -0.381 0.995 5.610
H -0.466 -1.639 3.698
H 1.052 -1.027 4.333
H 1.680 -3.387 4.144
H 1.187 -5.772 4.465
H 0.158 -7.088 2.645
H -0.376 -6.005 0.489
H 0.079 -3.609 0.170
H 3.295 -2.949 0.793
H 5.735 -2.943 1.161
H 6.720 -1.463 2.882
H 5.259 0.010 4.223
H 2.832 0.020 3.853
N -1.873 -1.785 -0.431
C -1.794 -2.422 -1.694
C -2.945 -2.952 -2.269
C -2.893 -3.608 -3.485
C -1.677 -3.762 -4.131
C -0.534 -3.197 -3.590
C -0.578 -2.492 -2.387
P 0.904 -1.561 -1.781
C 0.741 -0.051 -2.833
C 1.815 0.843 -2.872
C 1.769 1.971 -3.673
C 0.647 2.224 -4.450
C -0.437 1.364 -4.393
C -0.399 0.241 -3.577
C 2.207 -2.463 -2.706
C 2.748 -2.068 -3.926
C 3.707 -2.856 -4.546
C 4.138 -4.035 -3.956
C 3.617 -4.424 -2.730
C 2.654 -3.644 -2.111
H -1.275 -2.234 0.257
H -2.829 -1.778 -0.098
H -3.890 -2.849 -1.747
H -3.798 -4.014 -3.916
H -1.618 -4.305 -5.064
H 0.404 -3.291 -4.118
H 2.712 0.638 -2.301
H 2.618 2.642 -3.707
H 0.630 3.086 -5.104
H -1.313 1.549 -5.000
H -1.253 -0.423 -3.550
H 2.419 -1.157 -4.407
H 4.113 -2.555 -5.502
H 4.875 -4.652 -4.451
H 3.957 -5.336 -2.258
H 2.227 -3.959 -1.165
Br 3.467 4.311 3.378
C 3.354 2.878 2.161
C 4.462 2.463 1.439
C 4.315 1.403 0.559
C 3.071 0.814 0.430
N 2.008 1.234 1.118
C 2.139 2.240 1.976
H 5.413 2.965 1.558
H 5.154 1.041 -0.018
H 2.909 -0.034 -0.223
H 1.253 2.540 2.524
C 2.319 4.310 -0.782
Si 0.443 4.262 -0.502
C 0.023 5.490 0.878
C -0.412 4.884 -2.071
O -0.083 2.768 -0.135
H 2.563 4.919 -1.654
H 2.737 3.316 -0.948
H 2.832 4.760 0.068
H 0.573 6.416 0.701
H 0.289 5.130 1.873
H -1.037 5.752 0.897
H 0.031 5.827 -2.395
H -1.472 5.068 -1.891
H -0.324 4.179 -2.898
*
```

---

## two
Computed, not measured: a molecular structure, C56H55BiBrN3OP3Si, with wB97M-V/def2-TZVPD.

## Properties
* LUMO energy: -2.0 eV

Geometry as ORCA input:
```
! wB97M-V def2-TZVPD RIJCOSX def2/J DEFGRID3
* xyz 1 1
Bi -0.439 0.265 -0.713
C -2.290 3.050 -1.415
P -0.463 2.947 -1.282
C 0.228 3.569 -2.827
C 1.075 2.762 -3.578
C 1.617 3.231 -4.766
C 1.306 4.509 -5.207
C 0.460 5.320 -4.460
C -0.075 4.856 -3.270
C 0.065 4.120 -0.009
C 1.408 4.500 0.013
C 1.858 5.407 0.958
C 0.971 5.940 1.885
C -0.360 5.552 1.877
C -0.817 4.639 0.937
C -2.847 2.332 -0.222
C -3.898 2.604 0.619
C -3.811 1.683 1.701
C -2.714 0.888 1.477
C -1.991 -0.106 2.330
P -0.233 0.478 2.478
C 0.605 -0.749 3.529
C 0.201 -1.022 4.836
C 0.902 -1.936 5.606
C 2.019 -2.576 5.081
C 2.433 -2.307 3.787
C 1.725 -1.397 3.015
C -0.334 1.932 3.573
C -1.455 2.294 4.315
C -1.404 3.380 5.178
C -0.231 4.106 5.321
C 0.891 3.755 4.583
C 0.832 2.685 3.706
N -2.133 1.275 0.287
H -2.539 2.568 -2.364
H -2.623 4.088 -1.451
H 1.295 1.761 -3.235
H 2.275 2.599 -5.348
H 1.723 4.877 -6.135
H 0.221 6.317 -4.806
H -0.721 5.498 -2.681
H 2.095 4.108 -0.729
H 2.896 5.712 0.961
H 1.320 6.657 2.618
H -1.047 5.954 2.610
H -1.853 4.327 0.952
H -4.629 3.388 0.492
H -4.464 1.638 2.559
H -1.934 -1.090 1.854
H -2.477 -0.243 3.297
H -0.653 -0.503 5.257
H 0.585 -2.143 6.620
H 2.567 -3.286 5.687
H 3.301 -2.809 3.379
H 2.041 -1.180 1.999
H -2.380 1.742 4.220
H -2.283 3.653 5.747
H -0.192 4.944 6.005
H 1.809 4.321 4.683
H 1.709 2.428 3.121
N -2.626 -1.409 -0.853
C -2.941 -2.791 -0.571
C -4.214 -3.278 -0.845
C -4.525 -4.605 -0.603
C -3.559 -5.457 -0.085
C -2.295 -4.972 0.201
C -1.967 -3.634 -0.032
P -0.336 -2.935 0.420
C 0.683 -3.294 -1.057
C 1.964 -2.735 -1.096
C 2.825 -3.005 -2.150
C 2.404 -3.814 -3.197
C 1.124 -4.349 -3.184
C 0.270 -4.097 -2.118
C 0.253 -4.151 1.643
C -0.395 -4.148 2.880
C -0.014 -5.030 3.875
C 1.040 -5.910 3.656
C 1.701 -5.905 2.438
C 1.306 -5.033 1.430
H -3.331 -0.798 -0.447
H -2.642 -1.238 -1.856
H -4.959 -2.607 -1.257
H -5.519 -4.973 -0.821
H -3.793 -6.496 0.102
H -1.551 -5.635 0.623
H 2.298 -2.104 -0.278
H 3.824 -2.584 -2.158
H 3.071 -4.020 -4.024
H 0.791 -4.976 -4.001
H -0.719 -4.539 -2.107
H -1.207 -3.451 3.064
H -0.529 -5.025 4.827
H 1.344 -6.596 4.435
H 2.521 -6.591 2.263
H 1.818 -5.051 0.475
Br 5.513 0.048 -3.398
C 4.556 0.599 -1.873
C 5.196 1.168 -0.785
C 4.425 1.539 0.305
C 3.056 1.330 0.259
N 2.444 0.786 -0.793
C 3.183 0.422 -1.839
H 6.268 1.314 -0.792
H 4.880 1.982 1.180
H 2.418 1.607 1.091
H 2.669 -0.041 -2.675
C -2.249 -1.789 -4.259
Si -1.145 -0.275 -4.188
C -1.742 1.006 -5.402
C 0.606 -0.814 -4.583
O -1.203 0.371 -2.676
H -2.229 -2.241 -5.254
H -3.293 -1.543 -4.042
H -1.920 -2.558 -3.552
H -1.704 0.627 -6.426
H -1.127 1.909 -5.354
H -2.775 1.291 -5.192
H 0.642 -1.396 -5.506
H 0.997 -1.453 -3.784
H 1.279 0.037 -4.713
*
```

---

Tell me which of them is the least stable. Sure, it is one.

---

## one
Computed, not measured: 2 unconnected molecules or ions with the total composition C2H3Cl2NO2, with wB97M-V/def2-TZVPD.

## Properties
* LUMO energy: -0.4 eV

Geometry as ORCA input:
```
! wB97M-V def2-TZVPD RIJCOSX def2/J DEFGRID3
* xyz 0 1
C -0.342 0.677 -0.698
C 0.639 1.536 -0.445
N 1.705 1.696 -1.443
O 1.475 1.334 -2.536
O 2.694 2.262 -1.142
Cl 0.679 2.685 0.828
Cl 2.430 -1.187 1.737
H -1.162 0.540 -0.009
H -0.300 0.167 -1.585
H 2.018 -2.388 1.826
*
```

---

## two
Computed, not measured: 2 unconnected molecules or ions with the total composition C2H3Cl2NO2, with wB97M-V/def2-TZVPD.

## Properties
* LUMO energy (alpha / beta): -1.8 / -0.4 eV

Geometry as ORCA input:
```
! wB97M-V def2-TZVPD RIJCOSX def2/J DEFGRID3
* xyz 0 1
C 1.606 0.298 0.163
C -1.032 0.489 -0.190
N -0.984 -1.001 -0.005
O -0.785 -1.650 -0.976
O -1.041 -1.382 1.172
Cl -1.147 1.481 1.187
Cl -1.454 1.057 -1.715
H 1.679 -0.696 0.615
H 1.701 0.160 -0.899
H 1.457 1.244 0.649
*
```

---

Tell me which of them is the least stable. Sure, it is two.

---

## one
Computed, not measured: a gas-phase ion, C6H10O (charge +1), with wB97M-V/def2-TZVPD.

## Properties
* LUMO energy (alpha / beta): -5.6 / -7.2 eV

Geometry as ORCA input:
```
! wB97M-V def2-TZVPD RIJCOSX def2/J DEFGRID3
* xyz 1 2
C -1.279 0.047 -1.834
C -0.214 -0.501 -0.918
C -0.431 -0.036 0.402
C 0.559 -0.023 1.440
C 0.056 0.289 2.634
O 0.582 1.340 3.413
C 1.160 -0.951 -1.446
H -1.488 1.181 -1.890
H -1.022 -0.321 -2.860
H -2.376 -0.309 -1.765
H -1.405 0.456 0.753
H 1.605 -0.216 1.193
H -0.946 -0.003 2.936
H 0.629 2.110 2.863
H 1.257 -0.733 -2.550
H 1.311 -2.042 -1.340
H 2.002 -0.287 -1.030
*
```

---

## two
Computed, not measured: a gas-phase ion, C6H10O (charge +1), with wB97M-V/def2-TZVPD.

## Properties
* LUMO energy (alpha / beta): -6.1 / -9.5 eV

Geometry as ORCA input:
```
! wB97M-V def2-TZVPD RIJCOSX def2/J DEFGRID3
* xyz 1 2
O -0.839 1.909 -2.590
C -0.998 1.910 -1.389
C -0.743 0.551 -0.656
C -0.330 0.804 0.899
C 0.900 -0.093 1.165
C 1.033 -2.048 -0.347
C 0.656 -1.558 0.863
H -1.615 2.627 -0.908
H -1.697 -0.087 -0.832
H -0.149 -0.198 -1.207
H -1.202 0.566 1.410
H -0.472 1.851 1.050
H 1.672 0.361 0.420
H 1.454 0.049 2.121
H 1.399 -1.505 -1.126
H 0.835 -3.046 -0.598
H 0.095 -2.094 1.723
*
```

---

Tell me which of them is the least stable. Sure, it is two.

---

## one
Computed, not measured: a single C2H4N2Se molecule, with wB97M-V/def2-TZVPD.

## Properties
* LUMO energy: 0.2 eV

Geometry as ORCA input:
```
! wB97M-V def2-TZVPD RIJCOSX def2/J DEFGRID3
* xyz 0 1
C -1.375 1.296 -0.055
C 0.949 -1.302 0.050
N -0.786 0.236 -0.211
N 0.372 -0.155 -0.495
Se 2.215 0.238 0.123
H -0.744 2.129 0.321
H -2.377 1.455 -0.131
H 0.636 -1.866 1.026
H 1.110 -2.030 -0.628
*
```

---

## two
Computed, not measured: a single C2H4N2Se molecule, with wB97M-V/def2-TZVPD.

## Properties
* LUMO energy: 0.7 eV

Geometry as ORCA input:
```
! wB97M-V def2-TZVPD RIJCOSX def2/J DEFGRID3
* xyz 0 1
C 0.042 -1.433 0.200
C 0.062 1.389 0.158
N -1.207 -0.643 0.097
N -1.236 0.536 0.046
Se 1.527 0.009 -0.022
H 0.111 -1.949 1.129
H 0.177 -2.064 -0.664
H -0.062 2.328 -0.577
H -0.010 1.635 1.177
*
```

---

Tell me which of them is the least stable. Sure, it is one.

---

## one
Computed, not measured: 2 unconnected molecules or ions with the total composition C4H11NO3, with wB97M-V/def2-TZVPD.

## Properties
* LUMO energy (alpha / beta): -3.6 / -9.3 eV

Geometry as ORCA input:
```
! wB97M-V def2-TZVPD RIJCOSX def2/J DEFGRID3
* xyz 1 2
C 0.800 -0.384 -1.146
N 1.135 0.640 -0.288
C -0.811 2.140 -0.280
C 0.232 1.322 0.543
C -0.500 0.330 1.458
O 0.477 -0.241 2.275
O -0.348 -0.738 -1.297
H 1.644 -0.845 -1.691
H 2.134 0.778 -0.158
H -0.287 3.029 -0.612
H -1.657 2.369 0.363
H -1.062 1.627 -1.193
H 0.855 1.937 1.202
H -1.343 0.731 2.006
H -0.934 -0.461 0.810
H 0.053 -0.634 3.056
H -0.151 -4.431 -1.139
H -0.259 -3.124 -1.900
O 0.022 -4.045 -2.008
*
```

---

## two
Computed, not measured: 2 unconnected molecules or ions with the total composition C4H11NO3, with wB97M-V/def2-TZVPD.

## Properties
* LUMO energy (alpha / beta): -8.3 / -8.4 eV

Geometry as ORCA input:
```
! wB97M-V def2-TZVPD RIJCOSX def2/J DEFGRID3
* xyz 1 2
C 0.489 0.909 -0.501
O 0.956 1.982 0.207
C -0.790 0.467 0.092
C -0.213 -1.848 -0.393
C -0.809 -0.914 0.655
N -2.138 -1.150 1.089
O 0.017 -0.854 1.852
H 1.162 0.115 -0.598
H 0.423 1.209 -1.493
H 1.842 2.157 -0.319
H -1.642 0.677 -0.692
H -1.184 1.254 0.805
H 0.757 -2.023 -0.273
H -0.619 -2.263 -1.352
H -2.004 -1.599 1.983
H -2.360 -1.858 0.424
H 3.226 2.814 -1.811
H 0.513 -1.603 2.053
O 2.375 2.525 -1.727
*
```

---

Tell me which of them is the least stable. Sure, it is two.

---

## one
Computed, not measured: a gas-phase ion, C11H14N3 (charge +1), with wB97M-V/def2-TZVPD.

## Properties
* LUMO energy: -2.9 eV

Geometry as ORCA input:
```
! wB97M-V def2-TZVPD RIJCOSX def2/J DEFGRID3
* xyz 1 1
C 0.503 2.086 -1.550
C 1.194 -0.017 -2.794
C 0.064 0.901 -2.459
C 1.726 -0.790 -1.819
C -0.410 1.005 -0.977
C 0.848 -1.235 -0.640
C 0.001 -0.133 -0.090
C 1.220 3.147 -1.321
C -0.289 -0.902 2.037
C -0.786 -1.424 3.227
C -2.429 -0.435 0.621
N 1.302 -0.316 0.504
N -0.967 -0.526 0.946
N 0.982 -0.768 1.746
H 1.927 0.243 -3.504
H -0.546 1.145 -3.340
H 2.625 -1.379 -2.021
H -1.327 1.337 -0.761
H 0.701 -2.223 -0.412
H 1.403 3.497 -0.314
H 1.655 3.622 -2.242
H 0.025 -1.469 4.036
H -1.592 -0.899 3.606
H -1.255 -2.375 3.231
H -2.860 -0.191 1.601
H -2.601 0.257 -0.198
H -2.785 -1.454 0.337
H 1.673 -0.703 2.550
*
```

---

## two
Computed, not measured: a gas-phase ion, C11H14N3 (charge +1), with wB97M-V/def2-TZVPD.

## Properties
* LUMO energy: -5.2 eV

Geometry as ORCA input:
```
! wB97M-V def2-TZVPD RIJCOSX def2/J DEFGRID3
* xyz 1 1
C 1.197 1.097 2.393
C 2.439 0.448 2.002
C -0.802 2.572 -1.629
C -1.885 1.747 -1.939
C 0.063 0.654 1.858
C 2.401 -0.129 0.779
C -0.002 1.958 -0.705
C -1.722 0.662 -1.113
C -0.030 -0.112 0.525
C -0.471 -2.666 -1.132
C -0.920 -1.307 0.822
N 1.309 -0.300 -0.065
N -0.631 0.736 -0.411
N -0.921 -2.445 0.148
H 1.167 1.690 3.219
H 3.285 0.865 2.475
H -0.638 3.430 -2.237
H -2.543 1.663 -2.759
H -0.932 0.966 2.078
H 3.297 -0.246 0.173
H 0.948 2.232 -0.326
H -2.336 -0.157 -1.103
H -0.593 -1.713 -1.683
H 0.535 -3.094 -1.352
H -1.223 -3.501 -1.499
H -1.430 -1.334 1.829
H -1.130 -3.361 0.680
H 1.568 -0.356 -1.028
*
```

---

Tell me which of them is the least stable. Sure, it is one.

---

## one
Computed, not measured: 2 unconnected molecules or ions with the total composition C6H14O, with wB97M-V/def2-TZVPD.

## Properties
* LUMO energy (alpha / beta): -4.1 / -7.7 eV

Geometry as ORCA input:
```
! wB97M-V def2-TZVPD RIJCOSX def2/J DEFGRID3
* xyz 1 2
C 1.852 -0.017 -1.833
C 1.061 0.556 -0.543
C -0.188 -0.093 -0.142
C -0.173 -0.725 1.073
C -1.318 -1.526 1.515
C -1.246 -0.088 -1.182
H 2.892 0.293 -1.684
H 1.870 -1.130 -1.734
H 1.452 0.381 -2.829
H 0.968 1.731 -0.656
H 1.857 0.525 0.255
H 0.429 -0.487 1.936
H -1.748 -1.188 2.440
H -0.933 -2.617 1.653
H -2.186 -1.532 0.855
H -2.064 -0.851 -1.055
H -1.815 0.900 -1.307
H -0.758 -0.521 -2.092
H 0.243 1.521 2.317
H 0.118 2.849 1.361
O -0.314 2.018 1.654
*
```

---

## two
Computed, not measured: 2 unconnected molecules or ions with the total composition C6H14O, with wB97M-V/def2-TZVPD.

## Properties
* LUMO energy (alpha / beta): -4.5 / -8.0 eV

Geometry as ORCA input:
```
! wB97M-V def2-TZVPD RIJCOSX def2/J DEFGRID3
* xyz 1 2
C -0.476 2.617 -0.177
C -0.345 1.179 -0.618
C -0.128 0.175 0.508
C 0.952 -0.653 0.325
C 1.853 -1.280 1.463
C -1.157 0.003 1.548
H -0.712 3.350 -0.920
H 0.469 2.956 0.319
H -1.360 2.734 0.611
H -1.146 0.861 -1.294
H 0.637 1.156 -1.145
H 1.478 -0.598 -0.602
H 2.906 -0.956 1.239
H 1.519 -0.867 2.502
H 1.898 -2.396 1.414
H -1.062 0.817 2.322
H -1.070 -0.905 2.067
H -2.202 0.203 1.154
H -0.888 -1.688 -1.778
H -1.174 -1.843 -3.251
O -0.436 -1.884 -2.615
*
```

---

Tell me which of them is the least stable. Sure, it is one.

---

## one
Computed, not measured: 2 unconnected molecules or ions with the total composition C6H8FN, with wB97M-V/def2-TZVPD.

## Properties
* LUMO energy: 0.1 eV

Geometry as ORCA input:
```
! wB97M-V def2-TZVPD RIJCOSX def2/J DEFGRID3
* xyz 0 1
C -0.174 0.027 0.062
C 0.066 1.292 -0.794
C 1.061 -0.816 -0.394
C 2.266 -0.802 0.218
C -1.485 -0.614 -0.291
C -2.498 -1.436 -0.013
H -0.808 1.385 1.339
H -1.251 -0.165 2.166
H -0.579 0.973 -1.690
H 1.194 1.502 -1.121
H 0.909 -1.245 -1.415
H 3.470 -1.132 -0.256
H 2.101 -0.069 1.112
H -3.522 -1.801 -0.457
N -0.113 0.428 1.584
F -0.637 2.474 -0.049
*
```

---

## two
Computed, not measured: a single C6H8FN molecule, with wB97M-V/def2-TZVPD.

## Properties
* LUMO energy: 0.9 eV

Geometry as ORCA input:
```
! wB97M-V def2-TZVPD RIJCOSX def2/J DEFGRID3
* xyz 0 1
C 2.159 -0.077 -0.536
C 1.275 0.159 0.694
C -0.182 0.135 0.340
C -1.053 1.152 0.053
C -2.317 0.569 -0.272
C -2.159 -0.790 -0.178
H 1.963 -1.018 -0.996
H 2.005 0.762 -1.258
H 1.547 1.062 1.127
H 1.544 -0.610 1.458
H -0.843 2.221 0.073
H -3.181 1.090 -0.544
H -2.884 -1.552 -0.343
H -0.499 -1.990 0.345
N -0.867 -1.048 0.183
F 3.491 -0.065 -0.145
*
```

---

Tell me which of them is the least stable. Sure, it is one.